# 1
Entry from OMol25: 2 unconnected molecules or ions with the total composition C25H24Br2N2O2 in a non-equilibrium geometry (the ωB97M-V functional and the def2-TZVPD basis).

Summary:
Calculated total energy   -173473.925 eV
Energy relative to the best compared isomer or geometry (same formula, charge and spin)   0.0 kcal per mole
Spin multiplicity   1
Orbital gap   7.006 eV

Last column: Mulliken charge in e.
Geometry (Å):
1 C -2.6663 -5.0689 -4.7463  -0.81
2 O -1.7390 -4.0398 -4.4984  -0.46
3 C -1.5605 -3.7355 -3.1633  0.92
4 C -2.2214 -4.3782 -2.1017  -0.30
5 C -2.0212 -3.9877 -0.8101  -1.07
6 C -1.1289 -2.9451 -0.4937  0.14
7 C -0.9506 -2.4645 0.8547  -0.52
8 C -1.9776 -2.2647 1.7575  0.93
9 C -1.7116 -1.8598 3.1100  -0.57
10 C -2.7177 -1.5926 3.9602  -0.32
11 Br -2.4372 -1.0844 5.7304  -0.14
12 C -4.1056 -1.6760 3.5631  0.70
13 O -5.0215 -1.4364 4.3384  -0.66
14 C -4.3514 -2.0510 2.1906  -0.62
15 Br -6.1399 -2.0859 1.6662  -0.15
16 C -3.3523 -2.3354 1.3432  -0.41
17 C -0.4268 -2.3378 -1.5513  -0.42
18 C -0.6530 -2.7078 -2.8433  -0.61
19 H -2.7278 -5.2244 -5.8245  0.24
20 H -2.3300 -5.9928 -4.2728  0.33
21 H -3.6494 -4.7792 -4.3718  0.35
22 H -2.9017 -5.1843 -2.3056  0.39
23 H -2.5356 -4.4977 -0.0140  0.64
24 H 0.0342 -2.1378 1.1381  0.48
25 H -0.6920 -1.7717 3.4466  0.47
26 H -3.5856 -2.5486 0.3144  0.61
27 H 0.2436 -1.5285 -1.3181  0.37
28 H -0.1512 -2.2073 -3.6518  0.45
29 C 0.2461 1.3870 0.7552  -1.51
30 N 0.9107 0.2438 0.6874  -0.18
31 C 2.2118 0.3630 0.4757  -1.50
32 C 2.8931 1.5516 0.3167  0.78
33 C 2.1717 2.7445 0.3978  1.01
34 C 0.7954 2.6450 0.6141  0.67
35 C -0.0609 3.8769 0.7050  -0.75
36 C 0.6074 5.1213 0.0989  -0.83
37 C 2.0614 5.2452 0.5519  -0.62
38 N 2.8128 3.9962 0.3095  0.07
39 C 4.2863 4.0829 0.2372  -0.61
40 C 4.8828 2.8887 -0.5064  -0.84
41 C 4.3764 1.5608 0.0774  -0.76
42 H -0.8095 1.3132 0.9610  0.53
43 H 2.7778 -0.5538 0.4511  0.44
44 H -0.2943 4.0626 1.7595  0.29
45 H -1.0233 3.6842 0.2144  0.42
46 H 0.0416 6.0270 0.3589  0.37
47 H 0.5756 5.0526 -0.9952  0.30
48 H 2.1046 5.4546 1.6256  0.28
49 H 2.5615 6.0767 0.0422  0.40
50 H 4.6664 4.1148 1.2634  0.27
51 H 4.5735 5.0259 -0.2416  0.40
52 H 5.9810 2.9250 -0.4823  0.37
53 H 4.6042 2.9475 -1.5655  0.31
54 H 4.6395 0.7272 -0.5860  0.42
55 H 4.8841 1.3592 1.0274  0.29


# 2
Entry from OMol25: a molecular structure, C25H24Cl2HoN6O2S2 in a non-equilibrium geometry (the ωB97M-V functional and the def2-TZVPD basis).

Summary:
Calculated total energy   -111861.624 eV
Spin multiplicity   5
Net charge   +1
Expectation value of S²   6.0040
Orbital gap (alpha / beta)   7.388 / 7.399 eV

Last column: Mulliken charge in e.
Geometry (Å):
1 Ho 1.3381 -1.0271 -0.1994  0.07
2 C 5.5507 1.1958 0.0891  -1.67
3 C 4.0922 0.9001 -0.0420  0.51
4 N 3.6183 -0.3113 -0.0201  1.29
5 N 4.4777 -1.3506 0.1057  -1.50
6 C 4.2224 -2.4077 -0.6287  0.50
7 N 4.9853 -3.5074 -0.4617  -0.42
8 S 3.0320 -2.4433 -1.8923  -0.42
9 C 3.1017 1.9427 -0.3046  0.73
10 C 3.4100 3.3063 -0.2923  -0.76
11 C 2.4151 4.2325 -0.5472  -0.52
12 C 1.1306 3.7793 -0.8130  -1.04
13 C 0.9130 2.4099 -0.8565  -0.02
14 N 1.8587 1.5082 -0.6161  0.09
15 H 6.0337 0.3494 0.5708  0.43
16 H 5.7364 2.1004 0.6599  0.46
17 H 5.9937 1.3076 -0.9000  0.31
18 H 5.7948 -3.4369 0.1331  0.24
19 H 5.0012 -4.1737 -1.2167  0.21
20 H 4.4126 3.6359 -0.0778  0.34
21 H 2.6406 5.2895 -0.5390  0.45
22 H 0.3169 4.4661 -0.9883  0.49
23 H -0.0623 2.0079 -1.1077  0.53
24 C -6.6797 -2.2090 -3.0100  -1.44
25 C -5.2964 -2.0237 -2.4826  0.99
26 C -4.4065 -1.1620 -3.1177  -0.95
27 C -3.1329 -0.9716 -2.6119  -0.33
28 C -2.7605 -1.6474 -1.4677  -0.25
29 C -3.6192 -2.5190 -0.8215  -0.30
30 C -4.8900 -2.7022 -1.3321  -0.88
31 S -1.1203 -1.4110 -0.8558  2.35
32 O -0.3157 -2.6109 -1.0581  -0.70
33 O -0.4806 -0.2867 -1.5653  -0.72
34 N -0.9406 -1.1148 0.6974  -0.36
35 C -1.4907 0.0726 1.1654  0.04
36 C -2.8393 0.3678 1.1273  -0.08
37 C -3.3368 1.5704 1.6407  -1.07
38 C -2.4999 2.5160 2.1695  -0.82
39 C -1.1134 2.2664 2.2264  0.93
40 C -0.1841 3.1837 2.7550  -0.80
41 C 1.1345 2.8270 2.8521  -1.14
42 C 1.5387 1.5787 2.3663  -0.27
43 N 0.7238 0.7241 1.7804  0.31
44 C -0.5982 1.0336 1.7356  0.26
45 H -6.8016 -1.7195 -3.9713  0.36
46 H -7.3991 -1.7863 -2.3108  0.32
47 H -6.9166 -3.2643 -3.1206  0.38
48 H -4.7092 -0.6372 -4.0130  0.34
49 H -2.4230 -0.3100 -3.0827  0.52
50 H -3.2860 -3.0286 0.0699  0.50
51 H -5.5788 -3.3739 -0.8394  0.42
52 H -3.5318 -0.3460 0.7085  0.45
53 H -4.4036 1.7375 1.6173  0.43
54 H -2.8914 3.4496 2.5465  0.43
55 H -0.5295 4.1494 3.0909  0.47
56 H 1.8615 3.4915 3.2871  0.47
57 H 2.5748 1.2736 2.4540  0.55
58 Cl 1.5393 -3.9174 0.7112  -0.03
59 C 1.1844 -3.4915 2.3924  -0.34
60 Cl 1.8244 -1.8532 2.5995  -0.02
61 H 1.6781 -4.1695 3.0891  0.41
62 H 0.1029 -3.4598 2.5228  0.27


# 3
Entry from OMol25: a molecular structure, C25H24Cl2N6O2S2Tb in a non-equilibrium geometry (the ωB97M-V functional and the def2-TZVPD basis).

Summary:
Calculated total energy   -108505.415 eV
Spin multiplicity   7
Net charge   -1
Expectation value of S²   12.6883
Orbital gap (alpha / beta)   4.976 / 4.974 eV

Last column: Mulliken charge in e.
Geometry (Å):
1 Tb -1.5186 -0.5512 -1.1628  0.31
2 Cl -1.6804 0.5945 -5.7057  -0.20
3 C -1.0066 -0.8676 -5.0788  0.44
4 C -0.9136 -1.9848 -5.9096  -0.68
5 C -0.3603 -3.1518 -5.4523  0.73
6 Cl -0.2484 -4.5164 -6.5319  -0.31
7 C 0.1312 -3.2540 -4.1375  0.26
8 C 0.7331 -4.4066 -3.5876  -0.80
9 C 1.2209 -4.3628 -2.3129  -0.79
10 C 1.0828 -3.1799 -1.5662  -0.42
11 N 0.4900 -2.1060 -2.0225  -0.16
12 C 0.0271 -2.1147 -3.2972  0.62
13 C -0.5511 -0.8702 -3.7556  0.03
14 O -0.5895 0.1492 -2.9703  -0.68
15 H -1.2746 -1.9168 -6.9262  0.44
16 H 0.8039 -5.3045 -4.1860  0.37
17 H 1.6936 -5.2256 -1.8621  0.41
18 H 1.4850 -3.1214 -0.5593  0.47
19 C -3.2889 3.6745 0.6520  -1.76
20 C -3.2121 2.3415 -0.0717  0.52
21 S -2.5697 1.0077 0.9005  -0.44
22 C -3.6232 2.2031 -1.3457  0.65
23 C -4.1218 3.3741 -2.1603  -1.35
24 S -3.6597 0.6839 -2.2446  -0.38
25 H -3.0889 3.5172 1.7102  0.31
26 H -4.2821 4.1217 0.5549  0.48
27 H -2.5581 4.3935 0.2664  0.26
28 H -4.3334 4.2582 -1.5552  0.33
29 H -5.0253 3.0816 -2.6979  0.31
30 H -3.3685 3.6407 -2.9070  0.24
31 C -2.1476 -3.7714 -0.4425  -0.73
32 O -2.1446 -2.4938 -0.9477  -0.38
33 H -1.1264 -4.1842 -0.3298  0.19
34 H -2.6861 -4.4712 -1.0992  0.25
35 H -2.6225 -3.8267 0.5496  0.24
36 C 0.6614 2.1428 0.8074  -1.54
37 C 0.4094 0.7666 1.3015  0.78
38 N 0.3281 -0.3088 0.5499  -0.24
39 C 0.1010 -1.3708 1.4029  0.32
40 C 0.0572 -0.9219 2.6813  -1.40
41 N 0.2507 0.4427 2.6074  0.69
42 C 0.2520 1.3492 3.7227  -1.18
43 N 1.5245 2.0167 3.8797  0.78
44 N 1.5915 3.3695 3.8761  -0.61
45 N 2.8117 3.7358 3.9088  -0.57
46 C 3.6103 2.6186 3.9045  0.14
47 C 4.9991 2.4787 3.9010  -0.70
48 C 5.5024 1.1971 3.8621  -0.48
49 C 4.6628 0.0718 3.8338  -0.63
50 C 3.2883 0.1903 3.8370  -0.60
51 C 2.7811 1.4872 3.8668  1.24
52 H 0.4294 2.1802 -0.2540  0.37
53 H 1.7114 2.4168 0.9475  0.25
54 H 0.0343 2.8640 1.3304  0.33
55 H -0.0252 -2.3760 1.0343  0.41
56 H -0.1368 -1.4212 3.6158  0.54
57 H 0.0068 0.7730 4.6138  0.38
58 H -0.4953 2.1305 3.5840  0.36
59 H 5.6450 3.3460 3.9176  0.42
60 H 6.5754 1.0545 3.8455  0.36
61 H 5.1100 -0.9131 3.8036  0.38
62 H 2.6479 -0.6803 3.8107  0.40


# 4
Entry from OMol25: a molecular structure, C25H24FN3O5SZn in a non-equilibrium geometry (the ωB97M-V functional and the def2-TZVPD basis).

Summary:
Calculated total energy   -102990.677 eV
Spin multiplicity   1
Orbital gap   7.468 eV

Last column: Mulliken charge in e.
Geometry (Å):
1 Zn 5.5372 14.3231 9.3418  0.49
2 O 4.4998 15.2548 7.8079  -0.57
3 C 4.9666 16.1167 7.1159  -0.35
4 C 6.4167 16.2712 6.9245  0.64
5 C 6.8965 17.5024 6.4290  0.14
6 C 8.2661 17.8103 6.2749  -0.65
7 C 9.2408 16.9338 6.7060  -0.52
8 C 8.8358 15.7633 7.3350  -0.54
9 C 7.3895 15.3687 7.4162  0.46
10 O 7.0676 14.2534 7.9912  -0.85
11 N 8.6298 18.9864 5.5292  1.07
12 O 7.7026 19.6167 5.0722  -0.63
13 O 9.7858 19.1942 5.2232  -0.66
14 H 4.2905 16.8505 6.6947  0.41
15 H 6.1012 18.2059 6.0080  0.35
16 H 10.2815 17.1238 6.5077  0.55
17 H 9.5068 15.0040 7.6532  0.24
18 F 7.2000 20.2427 8.0572  -0.38
19 C 6.9261 19.2773 8.9912  0.40
20 C 7.9198 18.4707 9.4576  -0.15
21 C 7.6213 17.3530 10.1534  -0.44
22 C 6.2946 16.9414 10.3603  0.26
23 C 5.9188 15.5614 10.9063  -1.79
24 C 5.3059 17.8154 9.8981  -0.37
25 C 5.6071 18.9898 9.1746  -0.56
26 H 9.0055 18.6998 9.1550  0.34
27 H 8.3885 16.6844 10.5886  0.33
28 H 5.2155 15.5844 11.6952  0.76
29 H 6.8019 15.1249 11.3641  0.55
30 H 4.2569 17.5771 10.0397  0.46
31 H 4.8558 19.6253 8.6758  0.47
32 C 7.5362 6.9588 6.8812  -1.35
33 C 6.3246 7.7171 7.3593  -0.34
34 C 6.6474 8.6954 8.4399  -0.57
35 N 5.6459 9.6970 8.6924  -0.06
36 C 5.8561 11.0191 8.7994  0.04
37 S 4.4772 12.1174 8.7384  -0.37
38 N 7.1800 11.4813 8.8445  0.16
39 C 7.9500 11.1589 9.9910  0.19
40 O 7.7075 10.1647 10.6506  -0.61
41 C 9.1695 12.0060 10.1270  0.52
42 C 9.6878 12.1186 11.4216  -0.72
43 C 10.9139 12.8169 11.6030  -0.35
44 C 11.6910 13.2594 10.5353  -0.69
45 C 11.1494 13.1707 9.2845  -0.39
46 C 9.8676 12.5689 9.0618  -0.06
47 H 7.1812 6.1506 6.2916  0.41
48 H 8.1107 6.5468 7.6638  0.36
49 H 8.1946 7.4804 6.1768  0.34
50 H 5.5623 7.0162 7.7492  0.33
51 H 5.8665 8.1059 6.4822  0.34
52 H 7.5155 9.2851 8.1214  0.31
53 H 6.8603 8.1738 9.3732  0.28
54 H 4.6175 9.5433 8.6784  0.29
55 H 7.3301 12.4475 8.5168  0.38
56 H 9.1874 11.6516 12.2379  0.49
57 H 11.3139 12.9703 12.6381  0.34
58 H 12.6079 13.7255 10.7946  0.44
59 H 11.5866 13.5987 8.3654  0.38
60 H 9.5762 12.3441 8.0110  0.45


# 5
Entry from OMol25: a molecular structure, C25H24IN4O4OsS2 (the ωB97M-V functional and the def2-TZVPD basis).

Summary:
Calculated total energy   -72697.805 eV
Energy relative to the best compared isomer or geometry (same formula, charge and spin)   22.2 kcal per mole
Spin multiplicity   1
Net charge   +1
Orbital gap   6.462 eV

Last column: Mulliken charge in e.
Geometry (Å):
1 Os -0.7851 1.1354 1.1320  1.97
2 C 2.2563 3.3416 -1.4798  -0.89
3 C 0.8917 3.2942 -2.0866  0.62
4 N 0.7010 3.8028 -3.2875  -0.62
5 C -0.5168 3.7609 -3.8430  -0.77
6 C -1.6248 3.2186 -3.2330  0.53
7 C -2.9715 3.2578 -3.9067  -1.08
8 O -3.6199 1.9907 -3.9175  -0.50
9 C -1.4549 2.6557 -1.9538  0.07
10 C -2.5993 2.2045 -1.1832  0.37
11 N -2.4620 1.6591 -0.0382  -0.33
12 C -3.4378 1.3632 0.9540  0.44
13 C -4.8130 1.3745 0.9786  -0.89
14 C -5.3893 1.0528 2.2079  -0.60
15 C -4.6063 0.7610 3.3214  -0.55
16 C -3.2100 0.7818 3.2725  -0.66
17 C -2.6299 1.0759 2.0528  0.22
18 I 0.6118 0.8034 3.2627  -0.36
19 C -0.1773 2.6934 -1.3794  0.95
20 O 0.1183 2.2004 -0.1762  -1.34
21 H 2.9248 3.8655 -2.1570  0.39
22 H 2.6337 2.3354 -1.2940  -0.03
23 H 2.2390 3.8494 -0.5141  0.35
24 H -0.6052 4.2005 -4.8306  0.35
25 H -2.8580 3.6551 -4.9177  0.41
26 H -3.6461 3.9321 -3.3752  0.34
27 H -3.1852 1.4270 -4.5658  0.33
28 H -3.6010 2.3987 -1.5540  0.38
29 H -5.4192 1.6144 0.1154  0.47
30 H -6.4668 1.0368 2.2988  0.40
31 H -5.0957 0.5170 4.2555  0.39
32 H -2.6253 0.5719 4.1575  0.41
33 O 3.8049 1.4099 1.3134  -0.57
34 C 3.7108 0.3729 0.7335  0.52
35 O 2.5314 0.0533 0.0664  0.07
36 C 4.6684 -0.7272 0.5775  -0.36
37 C 5.9525 -0.7661 1.1085  -0.45
38 C 6.7284 -1.8834 0.8700  -0.65
39 C 6.2223 -2.9417 0.1105  -0.42
40 C 4.9447 -2.9112 -0.4217  -0.64
41 C 4.1736 -1.7832 -0.1735  0.79
42 S 2.5458 -1.4303 -0.6858  0.05
43 H 6.3165 0.0719 1.6882  0.49
44 H 7.7320 -1.9429 1.2668  0.40
45 H 6.8454 -3.8079 -0.0694  0.39
46 H 4.5746 -3.7358 -1.0159  0.43
47 C -0.6719 -3.7821 -0.9060  -0.97
48 N -0.5660 -3.4489 0.4993  0.17
49 C -0.5121 -4.4826 1.5378  -0.60
50 C -0.5280 -3.6698 2.8459  -0.59
51 N -0.7205 -2.3046 2.3575  0.17
52 C -0.7188 -2.2433 1.0353  0.56
53 S -0.9598 -0.8606 0.0432  -0.71
54 H -0.0195 -4.6285 -1.1133  0.33
55 H -0.3449 -2.9373 -1.5083  0.36
56 H -1.6968 -4.0456 -1.1736  0.32
57 H 0.4027 -5.0639 1.4238  0.36
58 H -1.3650 -5.1568 1.4490  0.33
59 H 0.4104 -3.7547 3.3922  0.31
60 H -1.3461 -3.9570 3.5032  0.33
61 H -0.6912 -1.4744 2.9299  -0.17


# 6
Entry from OMol25: a molecular structure, C25H24N10O2Pd (the ωB97M-V functional and the def2-TZVPD basis).

Summary:
Calculated total energy   -48784.279 eV
Energy relative to the best compared isomer or geometry (same formula, charge and spin)   0.0 kcal per mole
Spin multiplicity   2
Net charge   +1
Expectation value of S²   0.7537
Orbital gap (alpha / beta)   7.850 / 8.552 eV

Last column: Mulliken charge in e.
Geometry (Å):
1 Pd -0.8728 -0.5954 0.1208  0.30
2 C -5.6666 1.7630 0.2202  -1.21
3 N -4.2339 1.6944 0.4625  0.84
4 C -3.4916 0.6372 0.7708  0.18
5 N -2.2120 0.9841 0.8187  -0.42
6 C -2.2432 2.3097 0.5212  -0.37
7 N -3.4466 2.7778 0.2971  -0.89
8 C -5.9779 1.8514 -1.2526  1.15
9 C -6.7121 2.9250 -1.7389  -0.84
10 C -7.0102 3.0194 -3.0942  -0.88
11 C -6.5597 2.0524 -3.9705  -0.98
12 C -5.8124 0.9758 -3.4866  -0.04
13 C -5.5283 0.8713 -2.1303  0.05
14 C -5.3170 -0.0077 -4.4484  0.67
15 N -5.4811 0.0056 -5.7304  -0.52
16 N -4.8197 -1.1078 -6.2197  -0.51
17 C -4.3086 -1.7066 -5.1945  0.77
18 O -4.5761 -1.0679 -4.0212  -0.16
19 C -3.4823 -2.9130 -5.2010  -0.10
20 C -3.2482 -3.5456 -6.4241  -1.00
21 C -2.4215 -4.6505 -6.4737  -0.81
22 C -1.8130 -5.1181 -5.3139  -0.82
23 C -2.0519 -4.4984 -4.0946  0.91
24 C -1.3740 -5.0099 -2.8487  -1.06
25 N -0.6256 -3.9568 -2.1800  0.84
26 C -0.9071 -3.3302 -1.0430  0.15
27 N -0.0171 -2.3712 -0.8249  -0.38
28 C 0.8057 -2.4671 -1.9022  -0.42
29 N 0.4720 -3.4130 -2.7455  -0.87
30 C -2.8976 -3.3969 -4.0364  0.05
31 H -6.0472 2.6389 0.7432  0.41
32 H -6.1051 0.8720 0.6721  0.29
33 H -3.8920 -0.3480 0.9418  0.38
34 H -1.3650 2.9311 0.4784  0.45
35 H -7.0519 3.6941 -1.0581  0.42
36 H -7.5876 3.8550 -3.4631  0.43
37 H -6.7724 2.1105 -5.0285  0.57
38 H -4.9345 0.0370 -1.7714  0.56
39 H -3.7158 -3.1544 -7.3162  0.56
40 H -2.2343 -5.1423 -7.4175  0.42
41 H -1.1439 -5.9670 -5.3618  0.41
42 H -0.6795 -5.8119 -3.0959  0.41
43 H -2.0946 -5.3885 -2.1221  0.27
44 H -1.7438 -3.5803 -0.4128  0.35
45 H 1.6627 -1.8337 -2.0539  0.45
46 H -3.0764 -2.8860 -3.0960  0.58
47 N 0.2181 -0.8682 2.1305  -0.61
48 H -0.3643 -1.4080 2.7635  0.26
49 H 0.4131 0.0228 2.5755  0.27
50 H 1.0956 -1.3642 2.0144  0.26
51 O -2.1385 -0.4989 -1.8236  -0.31
52 N -1.9845 0.2453 -2.8952  0.71
53 C -1.3071 -0.2396 -3.9551  0.13
54 C -1.2114 0.4871 -5.1213  -0.93
55 C -1.8037 1.7382 -5.2057  -0.31
56 C -2.4631 2.2334 -4.0910  -1.11
57 C -2.5383 1.4732 -2.9445  0.06
58 H -0.8804 -1.2196 -3.8171  0.19
59 H -0.6777 0.0563 -5.9557  0.47
60 H -1.7490 2.3144 -6.1171  0.42
61 H -2.9365 3.2039 -4.0986  0.49
62 H -3.0474 1.7853 -2.0460  0.43